1.
DFT (ωB97M-V/def2-TZVPD) results for a cluster of 2 separate species, C9H14O2 in total in a non-equilibrium geometry.

The SMILES is Cc1ccc(O)cc1.CCO. The net charge is 0. The orbital gap comes out at 9.4 eV. For the LUMO energy, the calculation gives 0.0289 Ha. The value obtained for the largest force on an atom is 2.23 eV Å⁻¹. The energy above the lowest of the compared OMol25 structures with the same formula, charge and spin comes out at 1.502 eV.

XYZ file:
```
25
Properties=species:S:1:pos:R:3:forces:R:3
H -2.080339 -1.824027 -0.583802 0.4127 -0.2076 -0.1804
H -1.073520 -1.658450 1.572457 -0.0722 0.3306 0.5852
C -1.632896 -0.885256 -0.281611 0.3081 0.3509 0.4013
C 2.632551 -0.935494 -0.740237 -1.1250 -0.4272 0.8431
H 1.417040 0.813900 -1.074019 -0.2366 -0.0266 -0.0663
H -1.572070 2.343791 -1.239383 0.0782 -0.1473 -0.1596
H 0.606046 0.437452 3.139611 -0.0363 0.2371 0.1595
H 1.000198 -1.824928 -0.197997 -0.8684 0.2582 0.1850
C -0.423689 0.766514 2.948249 0.8663 -1.4417 -0.6739
H -1.043903 0.091158 3.537029 -0.1453 0.4056 0.2823
H 3.574279 -1.265924 -1.164713 -0.0422 -0.0805 -0.1801
C 1.772149 -0.052823 -1.625847 0.0554 0.6014 -1.2975
C -0.805019 1.625589 0.616973 -1.5777 -1.3256 0.8433
C -0.737930 0.511219 1.484483 0.1954 1.1999 0.2449
C -1.411490 1.470201 -0.616474 1.1188 0.7128 -0.7452
H 0.933218 -0.544700 -2.130791 -0.1665 -0.4245 0.8340
C -1.128077 -0.730379 1.014391 -0.4680 -0.4583 -0.7557
O -1.839978 0.049379 -2.485157 -0.8445 -0.0580 0.2992
H -0.514365 1.806654 3.225257 -0.2228 0.1154 0.1100
O 1.890160 -2.110806 -0.345996 1.1970 -0.3659 -0.4845
H 2.823580 -0.418502 0.207157 0.4350 0.2831 -0.2985
H -2.312472 -0.789829 -2.624193 0.3060 0.3681 -0.0721
C -1.650095 0.207074 -1.132403 -0.1375 -0.3387 -0.1506
H 2.226170 0.318373 -2.553051 0.7575 0.2007 0.4592
H -0.649559 2.599821 1.050063 0.2127 0.2380 -0.1825
```
Positions in Å, forces in eV/Å.

Atom charges from the Mulliken analysis, given in e for atoms 1 to 5:
1. H 0.27
2. H 0.39
3. C -0.31
4. C -0.13
5. H 0.16

=====

2.
DFT (ωB97M-V/def2-TZVPD) results for the molecule CHCl4PS in a non-equilibrium geometry.

The SMILES is ClC=P(Cl)(Cl)SCl. The net charge is 0. The orbital gap comes out at 7.7 eV. For the LUMO energy, the calculation gives -0.0344 Ha. The value obtained for the largest force on an atom is 2.84 eV Å⁻¹. The energy above the lowest of the compared OMol25 structures with the same formula, charge and spin comes out at 1.240 eV.

XYZ file:
```
8
Properties=species:S:1:pos:R:3:forces:R:3
S 1.121554 -0.598726 1.620513 0.2127 1.5214 0.0129
Cl 1.572368 1.441198 1.831224 -0.1086 -1.0840 0.1607
P -0.358213 -0.339046 0.202393 0.8891 -0.4824 -0.2691
Cl -0.365028 -2.448992 -0.065813 -0.3236 0.4520 0.1459
C -0.046061 0.736937 -1.063468 -2.2346 -1.1471 1.3152
H -1.079242 0.677594 -1.471635 0.6571 0.8774 -0.6686
Cl 1.269230 0.402965 -2.085547 0.6905 -0.0284 -0.5629
Cl -2.114608 0.128068 1.032332 0.2174 -0.1089 -0.1340
```
Positions in Å, forces in eV/Å.

Atom charges from the Mulliken analysis, given in e for atoms 1 to 5:
1. S 0.03
2. Cl -0.14
3. P 0.71
4. Cl -0.27
5. C -0.31

=====

3.
DFT (ωB97M-V/def2-TZVPD) results for a cluster of 2 separate species, C3H12NO in total in a non-equilibrium geometry.

The net charge is +1. The orbital gap comes out at 12.9 eV. For the LUMO energy, the calculation gives -0.1170 Ha. The value obtained for the largest force on an atom is 1.75 eV Å⁻¹. The energy above the lowest of the compared OMol25 structures with the same formula, charge and spin comes out at 0.778 eV.

XYZ file:
```
17
Properties=species:S:1:pos:R:3:forces:R:3
O -1.616718 -0.790692 2.052887 -0.8449 0.8990 -0.0440
H -0.583988 0.499087 0.464728 -0.3597 -0.6940 -1.1035
H -1.712938 -0.019912 2.656956 -0.0567 -0.8890 -0.3622
H -0.914438 -1.516682 -1.040132 0.3857 0.5261 0.2117
C 1.054441 -0.528052 0.628147 1.5183 -0.4598 0.7453
H -1.079358 0.040427 -1.910502 0.2480 -0.5103 0.0553
H 1.947481 -0.856942 0.070538 -0.4333 0.2716 0.0577
H 0.034981 1.969367 -1.507962 0.0464 -0.5273 0.4630
H 1.373721 0.157607 1.430987 -0.0707 -0.3635 -0.3048
H 1.621571 1.162917 -1.303862 -0.3306 0.3553 0.1241
H -2.539068 -1.030442 1.807837 0.8394 0.1906 0.3702
H 0.953431 2.172407 0.016678 -0.1581 -0.4814 -0.2275
C -0.375059 -0.611892 -1.367312 -1.2867 -0.0608 -0.6226
C 0.694761 1.460567 -0.785182 1.3963 0.8926 -0.4485
H 0.581411 -1.412062 1.087897 -0.0881 0.6110 -0.4200
H 0.430131 -0.912932 -2.058442 -0.0795 0.3468 0.6042
N 0.129631 0.217227 -0.243262 -0.7257 -0.1068 0.9014
```
Positions in Å, forces in eV/Å.

Atom charges from the Mulliken analysis, given in e for atoms 1 to 5:
1. O -0.66
2. H 0.33
3. H 0.34
4. H 0.32
5. C -0.94